ORCA calculation (wB97M-V/def2-TZVPD) on one molecule with the formula C5H8O.

Last columns: bonded neighbours and bond lengths (Å).
Geometry (Å):
1 O -1.849 -0.090 -0.674  C2 1.425, C3 1.408
2 C -0.998 0.634 -1.559  O1 1.425, C3 1.460, H7 1.090, H9 1.091
3 C -0.494 0.052 -0.318  O1 1.408, C2 1.460, C4 1.526, C6 1.526
4 C -0.025 0.742 0.960  C3 1.526, C5 1.553, H8 1.094, H10 1.094
5 C 1.092 -0.330 1.072  C4 1.553, C6 1.552, H13 1.093, H14 1.093
6 C 0.461 -1.120 -0.106  C3 1.526, C5 1.552, H11 1.094, H12 1.094
7 H -0.796 0.143 -2.511  C2 1.090
8 H 0.299 1.783 0.867  C4 1.094
9 H -1.190 1.706 -1.618  C2 1.091
10 H -0.777 0.675 1.753  C4 1.094
11 H -0.072 -2.024 0.204  C6 1.094
12 H 1.124 -1.368 -0.940  C6 1.094
13 H 2.089 0.060 0.847  C5 1.093
14 H 1.136 -0.864 2.024  C5 1.093

Computed properties:
Orbital gap = 11.127 eV
E_LUMO = 0.0399 hartree
E_HOMO = -10.04 eV
2S+1 = 1



ORCA calculation (wB97M-V/def2-TZVPD) on one molecule with the formula C5H8O.

Last columns: bonded neighbours and bond lengths (Å).
Geometry (Å):
1 O 2.218 -1.993 0.252  C4 1.360, H7 0.968
2 C -0.031 1.030 0.431  C3 1.511, C6 1.506, H8 1.097, H13 1.097
3 C -1.136 0.876 -0.588  C2 1.511, C5 1.327, H12 1.092
4 C 1.336 -1.036 0.647  O1 1.360, C6 1.330, H9 1.088
5 C -2.176 0.064 -0.443  C3 1.327, H10 1.091, H11 1.087
6 C 1.106 0.124 0.039  C2 1.506, C4 1.330, H14 1.091
7 H 2.534 -1.755 -0.632  O1 0.968
8 H -0.398 0.756 1.428  C2 1.097
9 H 0.806 -1.337 1.548  C4 1.088
10 H -2.324 -0.513 0.471  C5 1.091
11 H -2.902 -0.077 -1.240  C5 1.087
12 H -0.994 1.406 -1.531  C3 1.092
13 H 0.302 2.075 0.485  C2 1.097
14 H 1.659 0.379 -0.867  C6 1.091

Computed properties:
Orbital gap = 9.697 eV
E_LUMO = 0.0369 hartree
E_HOMO = -8.69 eV
2S+1 = 1



ORCA calculation (wB97M-V/def2-TZVPD) on one molecule with the formula C5H8O.

Last columns: bonded neighbours and bond lengths (Å).
Geometry (Å):
1 O -1.671 -1.577 0.114  C6 1.402, H12 0.968
2 C -0.236 0.397 -1.150  C3 1.421, C4 1.368, H7 1.092
3 C -0.007 1.650 -1.780  C2 1.421, H14 1.114
4 C 0.180 0.035 0.102  C2 1.368, C5 1.493, C6 1.506
5 C 1.362 0.608 0.812  C4 1.493, H8 1.096, H10 1.096, H11 1.098
6 C -0.562 -1.070 0.805  O1 1.402, C4 1.506, H9 1.095, H13 1.106
7 H -0.829 -0.394 -1.615  C2 1.092
8 H 1.413 0.290 1.860  C5 1.096
9 H 0.094 -1.920 1.024  C6 1.095
10 H 1.384 1.701 0.732  C5 1.096
11 H 2.264 0.238 0.307  C5 1.098
12 H -2.218 -0.824 -0.153  O1 0.968
13 H -0.858 -0.645 1.783  C6 1.106
14 H -0.317 1.511 -2.841  C3 1.114

Computed properties:
Orbital gap (spin up / spin down) = 7.349 / 7.357 eV
E_LUMO (spin up / spin down) = -0.0286 / -0.0286 hartree
E_HOMO (spin up / spin down) = -8.13 / -8.14 eV
2S+1 = 1



ORCA calculation (wB97M-V/def2-TZVPD) on a 2-piece molecular cluster, C5H8O overall.

Last columns: bonded neighbours and bond lengths (Å).
Geometry (Å):
1 O 3.021 0.205 0.851  C3 1.203
2 C -1.566 -0.216 0.371  C4 1.467, C6 1.531, H12 1.090, H14 1.088
3 C 1.890 0.439 1.189  O1 1.203, H7 1.109, H13 1.110
4 C -0.479 -0.372 -0.602  C2 1.467, C5 1.320, C6 1.466
5 C 0.531 -1.092 -1.052  C4 1.320, H10 1.087, H11 1.088
6 C -1.314 0.828 -0.720  C2 1.531, C4 1.466, H8 1.089, H9 1.088
7 H 1.307 -0.248 1.836  C3 1.109
8 H -0.905 1.789 -0.410  C6 1.089
9 H -2.019 0.890 -1.546  C6 1.088
10 H 1.128 -0.764 -1.899  C5 1.087
11 H 0.813 -2.031 -0.581  C5 1.088
12 H -1.323 0.061 1.396  C2 1.090
13 H 1.358 1.364 0.887  C3 1.110
14 H -2.441 -0.855 0.281  C2 1.088

Computed properties:
Orbital gap = 10.820 eV
E_LUMO = 0.0327 hartree
E_HOMO = -9.93 eV
2S+1 = 1



Per-record energy above the lowest of the compared OMol25 structures with the same formula, charge and spin, kJ/mol: 192.8, 151.0, 445.0, 291.3
Per-record maximum force, eV Å⁻¹: 0.31, 0.35, 0.54, 0.50